Record 1
The molecule C3H7N3 at a distorted geometry, computed with ωB97M-V/def2-TZVPD.

Atoms and positions in Å:
C  -2.149  -0.652  0.248
N  -1.306  -0.194  -0.523
N  -0.900  1.057  -0.097
C  0.385  0.922  0.237
C  1.089  -0.496  0.109
N  2.455  -0.239  -0.023
H  -2.690  -1.583  -0.186
H  -2.817  -0.054  1.029
H  1.018  1.828  0.248
H  0.801  -0.953  1.002
H  0.340  -1.117  -0.490
H  2.603  -0.063  -1.040
H  3.060  -1.068  0.375

## Properties
HOMO ... -9.0669 eV
Energy ... -7690.9556 eV
Energy relative to the best compared isomer or geometry (same formula, charge and spin) ... 359.3 kJ/mol
M ... 85.1 g mol⁻¹
Frontier orbital gap ... 9.99 eV
SMILES string ... C=N/N=C\CN
Max |F| ... 6.48 eV/A

Record 2
A cluster of 3 separate species, C3H13NO2 in total, computed with ωB97M-V/def2-TZVPD.

Atoms and positions in Å:
C  -0.614  -1.376  -1.489
C  -0.588  0.132  -1.247
N  -1.346  0.430  -0.024
C  -1.245  1.852  0.295
H  0.317  -1.730  -1.927
H  -1.394  -1.640  -2.198
H  -0.779  -1.900  -0.554
H  -1.101  0.633  -2.073
H  0.456  0.488  -1.154
H  -0.875  -0.060  0.729
H  -1.660  2.038  1.284
H  -0.202  2.215  0.278
H  -1.788  2.426  -0.454
O  2.465  -1.755  1.028
H  3.296  -1.508  0.611
H  1.807  -1.603  0.333
O  0.715  0.355  2.268
H  1.510  -0.147  2.477
H  1.026  1.149  1.816

## Properties
HOMO ... -8.8867 eV
Energy ... -8906.6274 eV
Energy relative to the best compared isomer or geometry (same formula, charge and spin) ... 77.0 kJ/mol
M ... 95.1 g mol⁻¹
Frontier orbital gap ... 9.44 eV
SMILES string ... CCNC.O.O
Max |F| ... 0.76 eV/A

Record 3
A cluster of 14 separate species, C50H139N11O14 in total at a distorted geometry, computed with ωB97M-V/def2-TZVPD.

Atoms and positions in Å:
C  14.865  -5.712  -13.887
C  14.568  -5.014  -12.556
C  15.796  -5.019  -11.540
O  16.108  -6.280  -10.997
C  17.289  -6.222  -10.214
N  14.153  -3.661  -12.920
H  14.054  -5.592  -14.605
H  15.018  -6.782  -13.751
H  15.761  -5.352  -14.393
H  13.761  -5.584  -12.094
H  15.483  -4.342  -10.745
H  16.637  -4.531  -12.032
H  18.169  -5.874  -10.756
H  17.499  -7.193  -9.765
H  17.255  -5.535  -9.369
H  13.265  -3.713  -13.397
H  13.841  -3.228  -12.062
C  22.136  -10.578  -4.594
C  20.880  -10.575  -3.740
C  19.577  -11.024  -4.433
O  19.162  -9.982  -5.235
C  18.088  -10.336  -6.097
N  21.092  -11.427  -2.618
H  21.881  -10.118  -5.548
H  22.629  -11.532  -4.780
H  22.903  -10.013  -4.063
H  20.661  -9.571  -3.375
H  18.801  -11.211  -3.690
H  19.703  -11.916  -5.047
H  17.591  -9.495  -6.581
H  17.269  -10.846  -5.589
H  18.313  -10.998  -6.933
H  20.320  -11.478  -1.969
H  21.723  -10.891  -2.039
C  17.046  -10.363  -10.721
C  16.334  -11.662  -11.038
C  16.382  -12.595  -9.813
O  17.564  -13.292  -9.759
C  17.713  -14.062  -8.571
N  14.970  -11.512  -11.505
H  16.446  -9.796  -10.009
H  17.158  -9.768  -11.627
H  17.999  -10.546  -10.226
H  16.893  -12.142  -11.842
H  15.542  -13.288  -9.764
H  16.171  -11.985  -8.934
H  16.756  -14.266  -8.089
H  18.359  -13.496  -7.900
H  18.234  -15.015  -8.657
H  14.424  -12.315  -11.784
H  15.093  -11.027  -12.382
C  13.155  -18.973  -10.075
C  13.942  -18.289  -8.898
C  13.634  -16.771  -8.734
O  13.987  -15.983  -9.910
C  15.452  -15.987  -10.210
N  13.416  -18.979  -7.668
H  13.489  -18.596  -11.043
H  12.103  -18.691  -10.083
H  13.334  -20.042  -10.192
H  14.998  -18.542  -8.999
H  14.151  -16.347  -7.873
H  12.603  -16.595  -8.426
H  16.064  -15.808  -9.326
H  15.596  -15.290  -11.036
H  15.783  -16.977  -10.524
H  14.011  -18.641  -6.924
H  13.727  -19.938  -7.729
C  13.339  -4.123  -7.264
C  12.407  -4.985  -8.121
C  13.013  -6.206  -8.910
O  13.692  -7.119  -8.000
C  14.062  -8.276  -8.693
N  11.315  -5.447  -7.222
H  14.075  -3.554  -7.832
H  13.875  -4.766  -6.566
H  12.725  -3.500  -6.614
H  11.835  -4.386  -8.830
H  13.643  -5.892  -9.743
H  12.166  -6.765  -9.307
H  14.272  -8.994  -7.901
H  14.983  -7.969  -9.189
H  13.271  -8.667  -9.332
H  11.623  -5.704  -6.295
H  10.977  -6.321  -7.598
C  22.292  -16.003  -8.570
C  22.110  -15.252  -7.256
C  21.256  -13.949  -7.315
O  21.855  -12.839  -8.063
C  21.050  -11.664  -8.160
N  21.511  -16.110  -6.276
H  22.771  -15.453  -9.379
H  21.306  -16.328  -8.901
H  22.835  -16.936  -8.415
H  23.125  -15.075  -6.899
H  20.899  -13.621  -6.338
H  20.370  -14.218  -7.889
H  21.537  -10.899  -8.765
H  20.769  -11.182  -7.223
H  20.133  -11.888  -8.705
H  22.124  -16.877  -6.040
H  21.425  -15.537  -5.449
C  14.542  -12.269  -6.710
C  13.959  -13.649  -7.106
C  13.261  -14.383  -5.966
O  14.163  -14.984  -5.048
C  13.626  -15.408  -3.788
N  13.028  -13.514  -8.187
H  14.199  -11.891  -5.748
H  14.393  -11.497  -7.465
H  15.618  -12.385  -6.578
H  14.807  -14.246  -7.440
H  12.666  -15.175  -6.422
H  12.562  -13.756  -5.412
H  12.672  -15.917  -3.924
H  13.510  -14.551  -3.125
H  14.266  -15.989  -3.124
H  13.455  -12.873  -8.840
H  12.959  -14.396  -8.675
C  11.227  -12.307  -12.193
C  11.944  -13.344  -11.351
C  10.975  -14.427  -10.917
O  10.522  -15.200  -12.015
C  9.387  -15.985  -11.668
N  13.050  -13.876  -12.071
H  10.358  -11.886  -11.687
H  10.926  -12.706  -13.162
H  11.915  -11.571  -12.608
H  12.442  -12.847  -10.519
H  10.188  -14.042  -10.269
H  11.547  -15.061  -10.240
H  9.591  -16.697  -10.868
H  9.118  -16.585  -12.537
H  8.516  -15.394  -11.387
H  13.336  -14.636  -11.471
H  12.759  -14.333  -12.923
C  24.333  -9.394  -10.795
C  23.218  -8.523  -11.432
C  21.821  -9.120  -11.452
O  21.881  -10.341  -12.101
C  20.697  -11.140  -12.170
N  23.291  -7.258  -10.663
H  24.014  -9.781  -9.827
H  25.240  -8.863  -10.507
H  24.570  -10.234  -11.448
H  23.445  -8.356  -12.484
H  21.138  -8.528  -12.062
H  21.370  -9.248  -10.468
H  19.768  -10.638  -12.437
H  20.581  -11.679  -11.229
H  20.830  -11.931  -12.909
H  22.923  -7.261  -9.723
H  24.247  -6.972  -10.508
C  20.787  -15.979  -12.859
C  20.106  -14.741  -12.175
C  18.877  -14.218  -12.901
O  19.254  -13.706  -14.166
C  18.216  -13.002  -14.833
N  19.789  -15.046  -10.832
H  21.728  -16.248  -12.379
H  20.956  -15.698  -13.898
H  20.127  -16.842  -12.779
H  20.828  -13.925  -12.171
H  18.537  -13.359  -12.322
H  18.122  -15.004  -12.931
H  17.316  -13.591  -15.010
H  18.518  -12.763  -15.852
H  17.854  -12.134  -14.282
H  19.128  -14.364  -10.487
H  20.607  -15.021  -10.240
C  15.051  -12.133  -17.846
C  14.896  -12.056  -16.310
C  14.553  -10.608  -15.806
O  14.449  -10.658  -14.355
C  13.853  -9.477  -13.860
N  13.749  -12.880  -16.087
H  15.838  -11.456  -18.179
H  14.101  -11.854  -18.303
H  15.489  -13.089  -18.132
H  15.756  -12.432  -15.755
H  13.600  -10.322  -16.250
H  15.346  -9.931  -16.123
H  14.156  -8.614  -14.454
H  14.225  -9.191  -12.876
H  12.777  -9.553  -13.705
H  13.543  -12.889  -15.098
H  13.986  -13.831  -16.333
C  18.842  -19.809  -10.530
C  19.297  -18.450  -10.056
O  18.347  -17.476  -10.468
H  19.406  -20.644  -10.113
H  18.875  -19.864  -11.618
H  17.771  -19.920  -10.361
H  20.198  -18.137  -10.584
H  19.479  -18.426  -8.982
H  18.753  -16.614  -10.587
C  17.432  -17.600  -6.652
C  16.507  -16.835  -5.724
O  15.225  -17.375  -5.837
H  17.062  -17.606  -7.677
H  17.602  -18.625  -6.324
H  18.409  -17.131  -6.535
H  16.548  -15.815  -6.108
H  16.762  -16.811  -4.665
H  14.675  -16.668  -5.489
C  18.716  -8.010  -14.396
C  17.382  -8.547  -14.941
O  16.755  -7.582  -15.712
H  19.313  -7.459  -15.123
H  19.384  -8.818  -14.096
H  18.525  -7.300  -13.591
H  16.750  -8.969  -14.159
H  17.537  -9.371  -15.637
H  17.178  -7.432  -16.561

## Properties
HOMO (alpha / beta) ... -10.5548 / -10.5548 eV
Net charge ... +1
Expectation value of S² ... 0.755
Energy ... -99143.1671 eV
Multiplicity ... 2
Energy relative to the best compared isomer or geometry (same formula, charge and spin) ... 0.0 kJ/mol
M ... 1118.7 g mol⁻¹
Frontier orbital gap (alpha / beta) ... 8.93 / 3.05 eV
Max |F| ... 3.39 eV/A

Record 4
The molecule C4H5N3OS at a distorted geometry, computed with ωB97M-V/def2-TZVPD.

Atoms and positions in Å:
C  -1.292  0.027  0.298
C  -0.129  0.700  0.130
C  -1.986  -1.237  0.046
C  -1.314  -2.291  -0.434
N  3.462  0.104  -0.403
N  -0.778  1.964  0.185
N  1.159  0.513  -0.197
O  -2.036  1.211  0.461
S  2.334  -0.328  0.622
H  -3.043  -1.156  0.249
H  -1.684  -3.309  -0.564
H  4.412  -0.015  -0.239
H  -0.742  2.882  0.800
H  1.637  0.935  -0.953

## Properties
HOMO (alpha / beta) ... -8.0387 / -7.4619 eV
Energy ... -21573.1382 eV
Energy relative to the best compared isomer or geometry (same formula, charge and spin) ... 953.0 kJ/mol
M ... 143.2 g mol⁻¹
Frontier orbital gap (alpha / beta) ... 7.76 / 6.71 eV
Max |F| ... 3.21 eV/A

Record 5
The molecule C18H28N4O5S at a distorted geometry, computed with ωB97M-V/def2-TZVPD.

Atoms and positions in Å:
C  -6.431  -2.697  -0.206
C  -5.223  -2.245  0.611
N  -4.315  -1.445  -0.195
C  -4.715  -0.053  -0.277
C  -4.083  0.671  -1.460
C  -2.915  -1.679  0.071
C  -2.396  -1.265  1.471
N  -1.893  0.092  1.504
C  -0.583  0.350  1.377
O  0.277  -0.512  1.421
C  -0.168  1.821  1.270
C  -1.271  2.827  0.933
C  -0.662  4.224  0.784
C  0.438  4.209  -0.274
C  1.493  3.166  0.091
N  0.895  1.861  0.281
S  0.637  0.934  -1.077
O  1.221  1.597  -2.206
O  -0.751  0.558  -1.175
C  1.617  -0.540  -0.783
C  1.113  -1.785  -1.107
C  1.886  -2.918  -0.896
C  3.158  -2.797  -0.368
C  3.649  -1.533  -0.058
N  4.976  -1.403  0.499
O  5.616  -2.417  0.667
O  5.367  -0.287  0.762
C  2.885  -0.392  -0.267
H  -7.052  -3.365  0.386
H  -6.095  -3.221  -1.097
H  -7.038  -1.851  -0.516
H  -5.570  -1.701  1.506
H  -4.686  -3.134  0.952
H  -4.504  0.495  0.663
H  -5.799  -0.040  -0.410
H  -4.312  0.134  -2.376
H  -3.003  0.743  -1.370
H  -4.494  1.676  -1.534
H  -2.321  -1.148  -0.674
H  -2.740  -2.750  -0.060
H  -1.559  -1.905  1.755
H  -3.190  -1.361  2.216
H  -2.553  0.818  1.277
H  0.288  2.087  2.236
H  -1.738  2.535  -0.009
H  -2.021  2.844  1.727
H  -1.441  4.936  0.507
H  -0.241  4.540  1.742
H  0.016  3.944  -1.245
H  0.904  5.192  -0.354
H  2.005  3.439  1.019
H  2.223  3.069  -0.711
H  0.112  -1.852  -1.504
H  1.493  -3.893  -1.138
H  3.779  -3.661  -0.185
H  3.272  0.581  -0.012

## Properties
HOMO ... -8.3989 eV
Energy ... -46150.7809 eV
Energy relative to the best compared isomer or geometry (same formula, charge and spin) ... 365.8 kJ/mol
M ... 412.5 g mol⁻¹
Frontier orbital gap ... 7.95 eV
SMILES string ... CCN(CC)CCNC(=O)[C@@H]1CCCCN1S(=O)(=O)c1cccc([N+](=O)[O-])c1
Max |F| ... 1.31 eV/A

Record 6
A cluster of 2 separate species, C5H13N in total at a distorted geometry, computed with ωB97M-V/def2-TZVPD.

Atoms and positions in Å:
C  -1.103  -1.833  -0.252
C  0.002  -2.308  0.414
N  1.232  -2.516  -0.202
H  -1.182  -1.886  -1.320
H  -1.890  -1.115  0.267
H  0.000  -2.309  1.542
H  1.106  -2.603  -1.243
H  1.743  -3.314  0.187
C  0.344  1.715  -1.153
C  -0.679  1.848  -0.078
C  -0.019  1.348  1.279
H  0.957  0.764  -1.199
H  0.237  2.001  -2.191
H  1.084  2.461  -0.998
H  -0.908  2.898  0.103
H  -1.599  1.340  -0.220
H  -0.621  1.018  2.171
H  0.723  2.105  1.560
H  0.573  0.383  1.333

## Properties
HOMO ... -8.3069 eV
Energy ... -6883.9015 eV
Energy relative to the best compared isomer or geometry (same formula, charge and spin) ... 221.5 kJ/mol
M ... 87.2 g mol⁻¹
Frontier orbital gap ... 9.41 eV
SMILES string ... C=CN.CCC
Max |F| ... 2.88 eV/A